C18H27HgN5O7V as an isolated structure at a distorted geometry, computed with ωB97M-V/def2-TZVPD.

Structure (ORCA input):
```
! wB97M-V def2-TZVPD RIJCOSX def2/J DEFGRID3
* xyz 2 2
N -1.963 0.699 1.114
C -1.923 1.906 1.399
O -1.949 3.038 1.736
Hg -2.868 -2.980 1.889
V -1.094 -0.665 0.095
N -2.251 -1.074 -1.318
N -0.901 -2.252 1.357
C -2.837 -0.074 -2.240
C -0.103 -2.149 2.622
C -4.129 0.435 -1.605
C -3.132 -0.676 -3.614
C -1.885 1.091 -2.446
C -0.017 -3.509 3.326
C 1.328 -1.688 2.342
C -0.769 -1.124 3.533
H -4.848 -0.382 -1.476
H -4.583 1.201 -2.247
H -3.924 0.875 -0.620
H -2.238 -1.165 -4.018
H -3.421 0.126 -4.302
H -3.955 -1.399 -3.594
H -1.727 1.674 -1.533
H -2.316 1.763 -3.201
H -0.916 0.735 -2.818
H -1.001 -3.917 3.600
H 0.558 -3.399 4.258
H 0.488 -4.250 2.692
H 1.905 -2.453 1.809
H 1.820 -1.517 3.309
H 1.364 -0.756 1.765
H -0.817 -0.137 3.056
H -0.190 -1.042 4.464
H -1.795 -1.402 3.814
C -0.236 -3.131 0.349
H -0.158 -2.575 -0.611
H 0.776 -3.426 0.667
H -0.791 -4.069 0.148
C -2.886 -2.384 -1.479
H -2.417 -2.967 -2.291
H -2.822 -2.991 -0.565
H -3.959 -2.270 -1.698
O -0.157 2.365 -0.199
C 0.797 1.550 -0.190
O 0.672 0.251 -0.094
C 2.202 2.114 -0.297
C 3.343 1.311 -0.158
C 4.629 1.889 -0.263
C 4.788 3.251 -0.544
C 3.642 4.042 -0.700
C 2.353 3.483 -0.560
N 3.779 5.436 -1.034
O 4.929 5.908 -1.166
O 2.743 6.118 -1.182
N 5.795 1.066 -0.061
O 5.635 -0.143 0.209
O 6.922 1.597 -0.162
H 3.251 0.246 0.034
H 5.779 3.685 -0.640
H 1.474 4.114 -0.664
*
```

Its electronic energy is -2599.09310 Eh. As for the LUMO energy (spin up / spin down): -10.381 / -10.137 eV. The relative energy (zero: lowest compared OMol25 entry of this formula, charge and spin) is 0.0 kcal/mol. Its expectation value of S² is 0.8033. The HOMO-LUMO gap (spin up / spin down) is 4.816 / 5.060 eV.


C18H27LuN3O4 as an isolated structure at a distorted geometry, computed with ωB97M-V/def2-TZVPD.

Structure (ORCA input):
```
! wB97M-V def2-TZVPD RIJCOSX def2/J DEFGRID3
* xyz 3 1
Lu 0.169 -0.500 0.266
O 2.035 -0.338 1.433
C 3.460 0.064 1.038
C 4.008 -0.821 -0.191
C 3.077 -1.003 -1.344
C 2.571 0.403 -1.758
C 3.413 1.273 -2.372
C 3.104 2.558 -2.596
C 1.843 2.959 -2.185
C 0.918 1.948 -1.675
N 1.296 0.738 -1.341
H 2.087 -0.570 2.366
H 4.102 -0.054 1.888
H 3.389 1.125 0.715
H 4.252 -1.804 0.190
H 4.897 -0.269 -0.595
H 2.251 -1.723 -1.090
H 3.529 -1.547 -2.197
H 4.375 0.963 -2.579
H 3.772 3.213 -3.089
H 1.414 3.969 -2.399
H -0.096 2.227 -1.329
C -0.663 -1.441 -2.817
O -0.576 -1.881 -1.440
C -1.040 -3.160 -1.163
C -0.117 -3.793 -0.128
O -0.166 -2.705 0.928
C 0.210 -3.274 2.212
H 0.150 -1.893 -3.428
H -0.600 -0.321 -2.773
H -1.643 -1.745 -3.134
H -1.005 -3.722 -2.101
H -2.109 -3.121 -0.927
H 0.883 -3.951 -0.446
H -0.508 -4.702 0.315
H 1.159 -3.870 2.139
H -0.605 -3.988 2.425
H 0.295 -2.463 2.919
N -5.038 4.221 2.358
C -5.185 2.875 2.044
O -6.240 2.303 1.900
C -3.854 2.176 1.791
C -3.815 0.801 1.961
C -2.654 0.141 1.631
N -1.562 0.760 1.124
C -1.603 2.109 0.976
C -2.697 2.803 1.313
H -5.937 4.654 2.479
H -4.225 4.508 2.877
H -4.712 0.297 2.347
H -2.604 -0.958 1.722
H -0.699 2.592 0.578
H -2.707 3.935 1.161
*
```

Its electronic energy is -2401.95242 Eh. As for the LUMO energy: -9.312 eV. The relative energy (zero: lowest compared OMol25 entry of this formula, charge and spin) is 22.3 kcal/mol. The HOMO-LUMO gap is 7.999 eV.


C18H27N2O3RhS6 as an isolated structure at a distorted geometry, computed with ωB97M-V/def2-TZVPD.

Structure (ORCA input):
```
! wB97M-V def2-TZVPD RIJCOSX def2/J DEFGRID3
* xyz 2 1
Rh 0.035 -0.072 -0.931
C 0.832 2.403 -3.219
C 2.117 1.778 -2.743
S 2.045 0.052 -2.237
C 1.680 -0.868 -3.744
C 0.249 -0.775 -4.230
S -0.918 -1.085 -2.867
C -2.264 0.060 -3.211
C -1.828 1.494 -3.359
S -0.572 1.987 -2.136
H 0.937 3.489 -3.181
H 0.585 2.136 -4.242
H 2.890 1.856 -3.510
H 2.487 2.282 -1.849
H 2.374 -0.544 -4.521
H 1.934 -1.895 -3.478
H 0.008 0.179 -4.688
H 0.080 -1.556 -4.974
H -2.810 -0.281 -4.093
H -2.919 -0.059 -2.347
H -1.453 1.736 -4.351
H -2.694 2.133 -3.184
O 0.621 1.343 4.421
C -0.468 2.011 3.993
C -1.134 2.792 4.934
C -2.258 3.505 4.579
C -2.756 3.461 3.274
C -2.105 2.693 2.340
C -0.954 1.958 2.676
C -0.307 1.154 1.644
O -0.807 1.167 0.430
N 0.757 0.462 1.902
N 1.157 -0.274 0.798
C 2.127 -1.104 1.008
S 2.925 -1.118 2.547
C 3.934 -2.584 2.194
C 4.226 -2.609 0.707
S 2.652 -2.307 -0.142
H 1.012 0.865 3.673
H -0.740 2.821 5.941
H -2.758 4.111 5.325
H -3.639 4.023 3.005
H -2.468 2.644 1.323
H 3.385 -3.468 2.512
H 4.849 -2.495 2.778
H 4.596 -3.580 0.382
H 4.935 -1.835 0.420
C -2.865 -3.216 0.094
S -1.774 -1.927 0.643
C -1.363 -2.543 2.254
O -0.478 -2.072 -0.204
H -2.397 -4.188 0.252
H -3.059 -3.057 -0.965
H -3.794 -3.131 0.659
H -2.254 -2.488 2.879
H -0.588 -1.891 2.657
H -1.005 -3.569 2.163
*
```

Its electronic energy is -3536.44125 Eh. As for the LUMO energy: -7.264 eV. The relative energy (zero: lowest compared OMol25 entry of this formula, charge and spin) is 58.0 kcal/mol. The HOMO-LUMO gap is 5.505 eV.


One molecule with the formula C18H27N3O2, computed with ωB97M-V/def2-TZVPD.

Structure (ORCA input):
```
! wB97M-V def2-TZVPD RIJCOSX def2/J DEFGRID3
* xyz 0 1
C -1.203 -2.901 0.218
H -1.191 -3.947 0.516
H -1.502 -2.852 -0.827
H -1.946 -2.388 0.824
C 0.183 -2.297 0.418
C 0.568 -2.300 1.895
H 0.519 -3.311 2.292
H 1.581 -1.929 2.027
H -0.106 -1.669 2.469
H 0.908 -2.903 -0.136
C 0.293 -0.873 -0.183
N 1.654 -0.399 -0.115
C 2.584 -0.674 -1.048
O 2.363 -1.406 -1.994
C 3.931 -0.001 -0.820
C 3.808 1.524 -0.904
C 5.178 2.174 -0.732
C 5.800 1.764 0.600
C 5.920 0.245 0.687
C 4.550 -0.408 0.520
H 3.904 -0.093 1.342
H 4.646 -1.495 0.564
H 6.351 -0.041 1.649
H 6.590 -0.111 -0.099
H 5.174 2.125 1.419
H 6.786 2.221 0.706
H 5.079 3.261 -0.778
H 5.833 1.863 -1.549
H 3.137 1.889 -0.123
H 3.381 1.803 -1.870
H 4.586 -0.344 -1.628
H 1.818 0.263 0.632
C -0.557 0.153 0.565
O -0.071 0.913 1.384
N -1.856 0.156 0.242
H -2.253 -0.453 -0.461
C -2.810 1.050 0.851
C -4.171 0.838 0.248
N -4.276 -0.125 -0.659
C -5.453 -0.350 -1.218
C -6.592 0.372 -0.905
C -6.486 1.379 0.044
C -5.257 1.618 0.633
H -5.134 2.393 1.374
H -7.349 1.968 0.319
H -7.532 0.155 -1.387
H -5.473 -1.148 -1.949
H -2.850 0.876 1.935
H -2.492 2.091 0.709
H -0.005 -0.921 -1.238
*
```

Its electronic energy is -1016.91247 Eh. As for the SMILES: CC(C)[C@H](NC(=O)C1CCCCC1)C(=O)NCc1ccccn1. As for the LUMO energy: 0.687 eV. The relative energy (zero: lowest compared OMol25 entry of this formula, charge and spin) is 8.9 kcal/mol. The HOMO-LUMO gap is 9.848 eV.


One molecule with the formula C18H27N3S, computed with ωB97M-V/def2-TZVPD.

Structure (ORCA input):
```
! wB97M-V def2-TZVPD RIJCOSX def2/J DEFGRID3
* xyz 0 1
C -2.340 -3.671 1.212
C -1.243 -2.867 0.526
H -1.007 -1.986 1.126
H -0.334 -3.466 0.444
C -1.655 -2.420 -0.883
N -2.824 -1.572 -0.897
C -2.904 -0.321 -0.377
N -1.769 0.337 -0.101
H -0.871 -0.011 -0.410
C -1.730 1.698 0.385
C -1.389 2.676 -0.747
H -1.707 3.677 -0.458
H -1.967 2.389 -1.626
C 0.119 2.669 -1.066
N 0.706 1.490 -0.437
C 2.011 1.105 -0.966
C 2.305 -0.325 -0.598
C 3.056 -0.643 0.526
C 3.283 -1.964 0.872
C 2.769 -2.985 0.092
C 2.033 -2.679 -1.040
C 1.802 -1.358 -1.379
H 1.240 -1.119 -2.271
H 1.642 -3.471 -1.662
H 2.950 -4.016 0.360
H 3.868 -2.196 1.750
H 3.479 0.147 1.130
H 1.964 1.190 -2.055
H 2.821 1.756 -0.607
C 0.730 1.893 0.967
C -0.705 1.791 1.518
H -0.933 2.658 2.137
H -0.807 0.904 2.145
H 1.390 1.236 1.536
C 1.242 3.355 0.962
H 0.790 3.937 1.762
H 2.322 3.380 1.105
C 0.853 3.871 -0.429
H 0.219 4.754 -0.386
H 1.737 4.121 -1.017
H 0.269 2.638 -2.148
H -2.735 1.914 0.761
S -4.412 0.325 -0.121
H -3.721 -2.032 -0.948
H -0.820 -1.894 -1.355
H -1.887 -3.297 -1.492
H -2.602 -4.546 0.621
H -3.232 -3.063 1.347
H -2.009 -4.005 2.192
*
```

Its electronic energy is -1264.57027 Eh. As for the SMILES: CCCNC(=S)N[C@@H]1C[C@H]2CC[C@@H](C1)N2Cc1ccccc1. As for the LUMO energy: 0.663 eV. The relative energy (zero: lowest compared OMol25 entry of this formula, charge and spin) is 0.0 kcal/mol. The HOMO-LUMO gap is 8.343 eV.